(1)
DFT (ωB97M-V/def2-TZVPD) results for a 2-piece molecular cluster, C10H9N4O6 overall at a distorted geometry.

## Properties
Gap between HOMO and LUMO ... 3.403 eV
E_HOMO ... -3.5 eV
LUMO energy ... -0.07 eV
Total charge ... -1
M ... 281.2 g mol⁻¹
Calculated total energy ... -1056.694304 Eh

Positions of all 29 atoms, in Å:
O: -0.36248 1.18738 -3.83745
O: -3.00990 2.25201 2.50155
O: 2.19611 -1.26921 1.15623
O: 1.10711 -3.06274 1.78357
O: -1.03146 3.31073 2.05722
O: 2.40297 1.38200 -3.49112
N: -3.48136 0.93959 2.69031
N: -2.36623 -1.17885 2.57089
N: 1.15108 -1.83198 1.56749
N: -1.62058 2.25871 2.20462
C: -2.38707 0.14937 2.49404
C: -1.20370 -1.76007 2.30399
C: 0.87393 0.30313 -2.02068
C: -0.03169 -1.07673 1.83048
C: -1.58402 0.00452 -2.12900
C: 3.28582 -0.17812 -1.86822
C: -0.32553 0.57565 -2.76805
C: -1.21223 0.91683 2.13895
C: -0.03426 0.32968 1.72984
C: 2.18040 0.60308 -2.56238
H: 0.82609 -0.41152 -1.19606
H: -1.14208 -2.83695 2.44756
H: 3.47104 0.20268 -0.85577
H: -1.90813 0.61127 -1.26868
H: -1.41084 -1.02490 -1.79121
H: 2.99748 -1.23198 -1.78407
H: 0.80489 0.94220 1.40738
H: -2.39893 -0.00166 -2.86469
H: 4.21359 -0.10411 -2.44670

Forces on the atoms, in the same order (eV/Å):
-0.763 -0.096 0.122
1.284 -0.849 -0.017
-2.611 -0.662 0.977
-0.229 1.830 -0.275
-0.715 -0.884 0.139
0.594 -0.311 0.280
2.179 -0.577 -0.340
0.991 -1.595 0.128
2.918 -1.409 -0.697
0.264 -1.321 -0.305
-0.691 2.786 -0.444
-0.737 0.449 -0.032
-0.024 0.167 -0.564
-0.790 2.041 0.356
-0.758 -0.107 -0.203
0.708 -0.063 -0.155
1.235 0.029 0.553
-2.749 1.619 0.546
0.988 -1.250 -0.044
-1.161 0.062 0.389
-0.041 0.096 -0.199
-0.044 0.230 -0.160
-0.078 -0.050 -0.170
0.132 -0.124 -0.179
-0.043 0.188 0.045
0.096 0.156 0.065
0.017 -0.406 -0.082
0.148 0.028 0.164
-0.120 0.023 0.101

(2)
DFT (ωB97M-V/def2-TZVPD) results for one molecule with the formula C8H10O3P2 at a distorted geometry.

## Properties
Gap between HOMO and LUMO (alpha / beta) ... 8.971 / 5.189 eV
E_HOMO (alpha / beta) ... -9.2 / -7.1 eV
LUMO energy (alpha / beta) ... -0.21 / -1.94 eV
M ... 216.1 g mol⁻¹
Energy relative to the best compared isomer or geometry (same formula, charge and spin) ... 0.638 eV
Calculated total energy ... -1219.124552 Eh

Positions of all 23 atoms, in Å:
P: -3.07601 -0.31680 -0.97574
P: -1.02762 1.97213 -0.27519
O: -2.61937 1.01552 -0.33290
O: 0.27044 -0.91553 1.96931
O: -1.31613 2.61130 1.00666
C: -1.38513 -1.14821 -1.31136
C: -0.44782 -0.82702 -0.17188
C: 0.83620 0.19191 1.43295
C: 1.77351 -1.71660 0.43278
C: -0.01392 0.40400 0.14758
C: 2.21589 -0.27828 0.91679
C: -1.12294 3.15563 -1.65770
C: 0.19556 -1.77749 0.82106
H: 2.06712 -2.00292 -0.57856
H: 2.31492 -2.41033 1.07257
H: -1.58507 4.01499 -1.47223
H: -0.16491 -2.77632 1.09443
H: -1.58962 -2.18742 -1.25673
H: 2.86904 -0.55045 1.75454
H: -0.92644 -0.81294 -2.24139
H: 0.91410 0.95069 2.13512
H: 2.69631 0.39908 0.24152
H: -0.87811 3.00505 -2.75163

Forces on the atoms, in the same order (eV/Å):
-0.067 -1.869 -0.973
-2.298 -2.409 1.316
2.158 2.861 -0.302
-1.138 -2.173 1.322
0.924 1.286 0.323
0.454 0.963 1.499
-0.633 0.280 -1.202
0.948 0.864 -2.446
0.141 -0.278 0.013
-0.996 1.327 -0.445
-0.839 -2.119 0.684
2.566 -4.966 -1.821
2.322 1.311 -0.080
-0.492 0.268 -0.159
-0.249 -0.273 0.074
-1.931 3.388 1.314
-0.228 0.537 -0.373
-0.136 -1.117 -0.653
0.002 0.881 -0.030
-0.285 -0.236 -0.225
-0.289 1.614 1.136
0.164 0.125 -0.565
-0.099 -0.266 1.593